Entry 1:
C3H11NO | ωB97M-V with the def2-TZVPD basis set

Each line ends with the natural charge from an NBO analysis.
Element x y z (Å)
1 O 1.24995 0.04244 1.01597  -0.850
2 N -1.10544 0.09076 -0.28882  -0.629
3 C 2.18133 -0.91198 1.40366  -0.213
4 C -1.06684 -0.63943 -1.57376  -0.417
5 C -1.29407 1.54597 -0.49114  -0.423
6 H 0.38979 0.18066 0.54481  0.529
7 H 2.17971 -0.90851 2.50399  0.156
8 H -1.40677 -1.65740 -1.39287  0.201
9 H -0.04437 -0.62757 -1.95307  0.200
10 H 1.86172 -1.92521 1.13832  0.153
11 H -1.87473 -0.32890 0.21731  0.363
12 H -0.32258 1.93384 -0.78351  0.208
13 H 3.19670 -0.64946 1.10930  0.165
14 H -2.12128 1.76875 -1.16950  0.177
15 H -1.58696 1.94919 0.47966  0.207
16 H -1.72196 -0.19921 -2.33300  0.175

## Properties
- F_max (eV/A) = 2.63
- SMILES string = CNC.CO
- HOMO (eV) = -9.11
- total charge = 0

***

Entry 2:
C3H11NO | ωB97M-V with the def2-TZVPD basis set

Each line ends with the natural charge from an NBO analysis.
Element x y z (Å)
1 O -0.77079 3.37671 1.36932  -0.935
2 N -0.09377 0.07388 -2.10767  -0.256
3 C 0.30718 -1.88513 1.05651  -0.608
4 C 0.50062 -0.44591 -0.92995  -0.295
5 C -0.45544 -0.92868 0.14476  -0.426
6 H -1.35925 -1.35128 -0.30212  0.224
7 H 0.09499 3.36641 0.94261  0.454
8 H 1.18777 -1.25154 -1.25113  0.304
9 H 0.42328 0.76382 -2.65374  0.420
10 H 1.23140 -1.39207 1.37279  0.214
11 H 0.58632 -2.80154 0.53064  0.219
12 H -0.22745 -2.18841 1.95046  0.252
13 H -0.79426 -0.07967 0.71466  0.243
14 H -1.10909 0.19085 -2.13226  0.423
15 H -0.68577 4.21757 1.84286  0.481
16 H 1.16427 0.33497 -0.54774  0.284

## Properties
- F_max (eV/A) = 1.37
- HOMO (spin up / spin down) (eV) = -14.61 / -14.61
- total charge = +1
- ⟨S²⟩ = 0.754
- spin multiplicity = 2

***

Entry 3:
C3H11NO2 | ωB97M-V with the def2-TZVPD basis set

Each line ends with the natural charge from an NBO analysis.
Element x y z (Å)
1 O 1.72101 -0.43302 -1.79691  -1.049
2 O 2.15258 0.97841 0.81088  -1.049
3 N -0.58817 -1.30233 -0.52138  -0.956
4 C -1.42403 0.99033 -0.40426  -0.793
5 C -0.81453 -0.40718 1.72747  -0.645
6 C -0.93038 -0.20634 0.41887  0.038
7 H 2.10806 0.39921 -2.05467  0.447
8 H -0.88295 1.91618 -0.10967  0.226
9 H -2.64148 1.02329 -0.23537  0.175
10 H 2.38603 0.04780 0.72039  0.464
11 H -1.18378 0.73180 -1.39466  0.212
12 H 2.97774 1.39414 0.60081  0.409
13 H -0.42144 -2.08830 0.13182  0.341
14 H -1.41338 -1.58902 -1.10864  0.317
15 H 0.93682 -0.41741 -1.25507  0.490
16 H -0.74467 -1.41268 2.08588  0.182
17 H -1.23742 0.37511 2.38451  0.192

## Properties
- F_max (eV/A) = 3.48
- HOMO (spin up / spin down) (eV) = 1.19 / -5.09
- total charge = -1
- ⟨S²⟩ = 0.750
- spin multiplicity = 2

***

Entry 4:
C3H11NO2 | ωB97M-V with the def2-TZVPD basis set

Each line ends with the natural charge from an NBO analysis.
Element x y z (Å)
1 O 2.89366 -1.10475 -0.34413  -0.928
2 O 4.45415 1.49353 -1.19725  -0.933
3 N -1.84496 1.09817 0.46248  -0.394
4 C -2.64597 -1.17291 -0.14846  -0.603
5 C -1.73611 1.17523 1.71292  -0.053
6 C -1.54549 -0.10769 -0.24246  -0.251
7 H -1.12107 0.44163 2.26115  0.133
8 H -0.59484 -0.55120 0.08790  0.175
9 H 2.78547 -0.27523 -0.82648  0.458
10 H -2.22632 1.97299 2.25155  0.175
11 H -1.40846 0.06436 -1.31301  0.191
12 H -2.59546 -1.73024 0.77928  0.203
13 H -3.61713 -0.70113 -0.20057  0.214
14 H -2.51101 -1.84397 -0.99657  0.211
15 H 3.14336 -1.69156 -1.07480  0.474
16 H 4.45378 2.18737 -0.52521  0.470
17 H 4.11639 0.74539 -0.68634  0.459

## Properties
- F_max (eV/A) = 1.83
- SMILES string = C=NCC.O.O
- HOMO (eV) = -9.28
- total charge = 0

***

Entry 5:
C3H11NO2 | ωB97M-V with the def2-TZVPD basis set

Each line ends with the natural charge from an NBO analysis.
Element x y z (Å)
1 O 1.40198 -1.37480 0.89302  -0.733
2 O -2.02181 1.02862 3.12314  -0.930
3 N -0.32158 0.29127 -1.58884  -0.636
4 C 0.84773 0.35198 -0.72142  -0.269
5 C 0.54205 -0.24541 0.66342  -0.075
6 C -0.08464 -0.20207 -2.92283  -0.403
7 H 1.73670 -0.21071 -0.98758  0.214
8 H 0.37571 -1.17595 -2.84147  0.188
9 H -1.12690 0.83336 3.43120  0.465
10 H -0.82958 1.16569 -1.57146  0.362
11 H 0.60764 0.38744 -3.56036  0.152
12 H -0.50130 -0.47161 0.89397  0.186
13 H 0.82885 0.39571 1.50301  0.167
14 H -0.97065 -0.17383 -3.54657  0.200
15 H 1.10842 -2.13088 0.37655  0.462
16 H 1.15698 1.39193 -0.68544  0.185
17 H -2.51429 0.37626 3.64634  0.466

## Properties
- F_max (eV/A) = 1.45
- SMILES string = CNCCO.O
- HOMO (eV) = -8.58
- total charge = 0

***

Entry 6:
C3H11NO2 | ωB97M-V with the def2-TZVPD basis set

Each line ends with the natural charge from an NBO analysis.
Element x y z (Å)
1 O 0.66901 1.60984 -2.80613  -0.929
2 O -2.30196 0.19762 -0.21982  -0.732
3 N 1.43847 0.11284 1.69242  -0.830
4 C -1.37535 -0.47158 0.66823  -0.075
5 C -0.12575 -0.77916 -0.12764  -0.464
6 C 1.17569 -0.04668 0.25743  -0.219
7 H 1.84840 -0.70965 2.07029  0.356
8 H -3.06034 0.47779 0.30444  0.467
9 H 0.61303 0.36637 2.19027  0.346
10 H 2.05426 -0.56885 -0.12931  0.196
11 H 1.25344 0.93480 -0.20590  0.172
12 H -1.83433 -1.44076 0.87958  0.179
13 H -1.18437 0.17476 1.51935  0.164
14 H -0.21972 1.44927 -2.45485  0.471
15 H 1.19833 1.12462 -2.16064  0.461
16 H -0.26782 -0.59843 -1.20141  0.225
17 H 0.11902 -1.83281 -0.27631  0.213

## Properties
- F_max (eV/A) = 2.00
- SMILES string = NCCCO.O
- HOMO (eV) = -9.51
- total charge = 0